1.
Formula: C2NO4S
Source: the Open Molecules 2025 dataset
Level of theory: the ωB97M-V functional and the def2-TZVPD basis

LUMO (alpha / beta) ... 2.68 / 2.71 eV
Frontier orbital gap (alpha / beta) ... 7.03 / 7.07 eV
ΔE to the lowest compared entry with this formula, charge and spin ... 7.8 kcal per mole
E_tot ... -22590.2951 eV
HOMO energy (alpha / beta) ... -4.4 / -4.4 eV

Structure (ORCA input):
```
! wB97M-V def2-TZVPD RIJCOSX def2/J DEFGRID3
* xyz -1 1
C 1.6210 0.7128 -0.1205
C -0.7477 -1.0033 -0.0437
N -1.2008 0.0314 0.8327
O -1.5893 -1.6561 -0.6608
O 2.1049 0.8123 0.9252
O 1.4078 1.0359 -1.2075
O 0.4754 -1.1264 -0.0985
S -2.0714 1.1935 0.3731
*
```



2.
Formula: C2NO5
Source: the Open Molecules 2025 dataset
Level of theory: the ωB97M-V functional and the def2-TZVPD basis

LUMO ... 3.86 eV
Frontier orbital gap ... 8.64 eV
ΔE to the lowest compared entry with this formula, charge and spin ... 42.8 kcal per mole
E_tot ... -13799.8352 eV
HOMO energy ... -4.8 eV

Structure (ORCA input):
```
! wB97M-V def2-TZVPD RIJCOSX def2/J DEFGRID3
* xyz -1 1
O -1.2113 -1.2771 -1.0893
C -1.1749 -0.1521 -0.7381
O -1.5644 0.9656 -1.0429
C -0.1996 -0.2333 0.4630
O -0.5891 -0.7822 1.4357
N 1.3425 0.3859 0.3903
O 1.4985 1.5831 0.7392
O 2.1625 -0.3145 -0.1890
*
```



3.
Formula: C2S3
Source: the Open Molecules 2025 dataset
Level of theory: the ωB97M-V functional and the def2-TZVPD basis

LUMO ... -1.67 eV
Frontier orbital gap ... 8.10 eV
ΔE to the lowest compared entry with this formula, charge and spin ... 20.0 kcal per mole
E_tot ... -34576.3776 eV
HOMO energy ... -9.8 eV

Structure (ORCA input):
```
! wB97M-V def2-TZVPD RIJCOSX def2/J DEFGRID3
* xyz 0 1
C 0.0009 -1.3381 -1.0839
C -0.0108 0.4941 0.4061
S 0.0997 1.7650 1.3810
S 0.4634 -1.2262 0.5932
S -0.5533 0.3052 -1.2964
*
```



4.
Formula: C30H19BrN4ORuSe
Source: the Open Molecules 2025 dataset
Level of theory: the ωB97M-V functional and the def2-TZVPD basis

<S²> ... 8.829
LUMO (alpha / beta) ... -3.58 / -5.63 eV
Frontier orbital gap (alpha / beta) ... 5.09 / 5.40 eV
ΔE to the lowest compared entry with this formula, charge and spin ... 15.7 kcal per mole
E_tot ... -177386.9761 eV
HOMO energy (alpha / beta) ... -8.7 / -11.0 eV

Structure (ORCA input):
```
! wB97M-V def2-TZVPD RIJCOSX def2/J DEFGRID3
* xyz 1 6
Ru 0.1321 -0.0936 0.2582
Br 6.9237 -0.1999 -2.7718
C 5.1878 0.1119 -2.2183
C 4.4537 1.1332 -2.8227
C 3.1688 1.3213 -2.3786
C 2.5980 0.5130 -1.3579
O 1.3797 0.7562 -1.0460
C 3.3780 -0.5379 -0.7122
C 2.9234 -1.3655 0.3526
N 1.6900 -1.3100 0.9194
C 1.3461 -2.1424 1.9700
C 2.1762 -2.9986 2.6642
C 1.6668 -3.8092 3.7016
C 0.3498 -3.7877 4.0580
C -0.5343 -2.9150 3.3750
C -1.9136 -2.8195 3.6535
C -2.7061 -1.9597 2.9465
C -2.1279 -1.1673 1.9475
N -0.8403 -1.2335 1.6658
C -0.0259 -2.0974 2.3546
C 4.6654 -0.7016 -1.1842
H 4.8854 1.7401 -3.6033
H 2.5380 2.0928 -2.7997
H 3.6227 -2.1098 0.7076
H 3.2293 -3.0541 2.4318
H 2.3479 -4.4670 4.2254
H -0.0301 -4.4204 4.8486
H -2.3370 -3.4399 4.4342
H -3.7645 -1.8705 3.1441
H -2.7074 -0.4554 1.3761
H 5.3009 -1.4621 -0.7511
Se -1.0949 -3.2003 -1.0235
N -0.7698 -1.4747 -1.3568
C -0.8685 -1.2963 -2.6620
C -0.6691 -0.0512 -3.3498
C -0.8317 -0.0349 -4.6891
C -1.1958 -1.2138 -5.4419
C -1.4070 -2.3993 -4.8382
C -1.2502 -2.4748 -3.4105
N -1.4582 -3.5676 -2.7040
H -0.4119 0.8376 -2.7911
H -0.6992 0.8962 -5.2253
H -1.3107 -1.1290 -6.5141
H -1.6954 -3.2865 -5.3839
C -0.8974 1.5173 0.6268
C -1.4425 2.5680 0.9376
C -2.0909 3.7989 1.2833
C -3.0822 3.8180 2.2657
C -3.7024 5.0099 2.5993
C -3.3376 6.1862 1.9586
C -2.3528 6.1724 0.9800
C -1.7292 4.9839 0.6402
H -3.3573 2.8972 2.7632
H -4.4698 5.0226 3.3616
H -3.8210 7.1170 2.2243
H -2.0706 7.0899 0.4813
H -0.9605 4.9625 -0.1208
*
```



5.
Formula: C30H20BBrO8
Source: the Open Molecules 2025 dataset
Level of theory: the ωB97M-V functional and the def2-TZVPD basis

LUMO ... -1.32 eV
Frontier orbital gap ... 8.58 eV
E_tot ... -118534.7774 eV
HOMO energy ... -9.9 eV

Structure (ORCA input):
```
! wB97M-V def2-TZVPD RIJCOSX def2/J DEFGRID3
* xyz 0 1
O -0.3978 0.8139 2.1913
C -1.3780 1.4794 1.8966
C -1.2327 2.9043 1.5241
C 0.0374 3.4818 1.4904
C 0.1867 4.8084 1.1034
C -0.9295 5.5622 0.7477
C -2.1979 4.9949 0.7969
C -2.3530 3.6663 1.1912
C -3.7092 3.0763 1.2576
O -4.6916 3.7565 1.0197
C -3.8521 1.6456 1.6107
C -5.1215 1.0677 1.6418
C -5.2631 -0.2829 1.9395
C -4.1388 -1.0607 2.2066
C -2.8735 -0.4847 2.1905
C -2.7274 0.8720 1.8975
H 0.9114 2.8979 1.7612
H 1.1752 5.2548 1.0734
H -0.8106 6.5939 0.4336
H -3.0641 5.5885 0.5236
H -6.0006 1.6673 1.4299
H -6.2509 -0.7315 1.9593
H -4.2496 -2.1168 2.4295
H -2.0022 -1.0959 2.4026
O 1.6797 -4.6674 -3.4976
C 1.1927 -3.5505 -3.4997
C 0.9463 -2.8354 -2.2263
C 1.2952 -3.4393 -1.0176
C 1.1027 -2.7578 0.1784
C 0.5653 -1.4738 0.1742
C 0.2009 -0.8758 -1.0257
C 0.3847 -1.5580 -2.2290
C -0.0234 -0.9198 -3.5015
O -0.5635 0.1727 -3.4993
C 0.2411 -1.6260 -4.7753
C -0.1059 -1.0199 -5.9834
C 0.1687 -1.6603 -7.1861
C 0.7906 -2.9068 -7.1873
C 1.1248 -3.5200 -5.9849
C 0.8459 -2.8832 -4.7751
H 1.7206 -4.4377 -1.0075
H 1.3779 -3.2265 1.1190
H 0.4285 -0.9396 1.1090
H -0.2225 0.1236 -1.0224
H -0.5861 -0.0469 -5.9889
H -0.0983 -1.1856 -8.1246
H 1.0132 -3.4017 -8.1270
H 1.6062 -4.4925 -5.9930
C 3.2313 1.4251 5.1081
B 3.9214 0.5276 3.9155
O 3.2292 0.4857 2.6547
O 5.1656 -0.1827 4.1129
C 5.0214 -1.5804 3.8213
O 4.7414 -2.3230 4.7683
O 5.2714 -1.9780 2.4858
Br 3.7638 -2.6111 1.6633
H 3.2191 2.5049 4.7372
H 3.8154 1.2777 6.0755
H 2.1561 1.0763 5.2449
H 2.3119 0.1470 2.7655
*
```



6.
Formula: C30H20Cl2FeN5O7
Source: the Open Molecules 2025 dataset
Level of theory: the ωB97M-V functional and the def2-TZVPD basis

<S²> ... 6.026
LUMO (alpha / beta) ... 2.44 / 2.42 eV
Frontier orbital gap (alpha / beta) ... 7.06 / 6.96 eV
ΔE to the lowest compared entry with this formula, charge and spin ... 0.0 kcal per mole
E_tot ... -112653.9193 eV
HOMO energy (alpha / beta) ... -4.6 / -4.5 eV

Structure (ORCA input):
```
! wB97M-V def2-TZVPD RIJCOSX def2/J DEFGRID3
* xyz -1 5
Fe -0.8335 -0.6603 -0.6999
O 2.9862 -1.2028 1.3899
C 2.6480 -0.7693 2.6402
C 3.6855 -0.5728 3.5546
C 3.4436 0.0845 4.7636
C 2.1202 0.4912 5.0893
C 1.0737 0.2543 4.2098
C 1.3305 -0.3055 2.9314
C 0.3670 -0.2781 1.8215
O 0.6742 -0.9339 0.7273
N -0.7362 0.4811 1.9485
N -1.4099 0.5887 0.7957
C -2.3362 1.5748 0.7963
C -3.1002 2.0114 -0.3518
C -4.0210 3.0895 -0.2937
C -4.6766 3.5807 -1.3880
C -4.4373 2.9908 -2.6509
C -3.6460 1.8417 -2.7342
C -2.9563 1.2960 -1.6052
O -2.2394 0.2339 -1.7735
H 2.0578 -1.1388 0.8719
H 4.6672 -0.8973 3.2879
H 4.2382 0.3895 5.4560
H 1.8826 0.9600 6.0664
H 0.0825 0.6263 4.4871
H -2.4983 2.0475 1.7961
H -4.0782 3.5565 0.6926
H -5.3639 4.4417 -1.2765
H -4.8985 3.3891 -3.5633
H -3.5088 1.3276 -3.7006
O 0.8388 -2.9172 -5.7249
C 1.7327 -2.0168 -5.3512
O 2.7262 -1.8026 -6.0464
C 1.5678 -1.1895 -4.1074
C 2.3559 -0.1379 -3.6179
Cl 3.7343 0.5567 -4.2270
N 1.8728 0.2861 -2.4016
N 0.7026 -0.4653 -2.1162
C 0.5989 -1.3481 -3.0793
C -0.4950 -2.3569 -2.9084
O -0.7828 -3.1642 -3.8468
O -1.1259 -2.2978 -1.7890
C 2.4159 1.2373 -1.4989
C 1.5610 2.0675 -0.7551
C 2.0598 2.8250 0.3421
C 3.4105 2.7390 0.6824
C 4.2508 1.9292 -0.0897
C 3.7865 1.1760 -1.1545
H 0.0914 -3.0884 -5.0254
H 0.4920 2.0892 -1.0291
H 1.3973 3.5005 0.9103
H 3.8342 3.3208 1.5200
H 5.3277 1.8952 0.1234
H 4.4232 0.4665 -1.6579
Cl -1.0357 -5.3719 2.2948
C -1.8149 -3.9016 1.9185
C -2.7817 -3.4098 2.7773
C -3.5133 -2.2894 2.3636
C -3.1074 -1.6025 1.2111
N -2.0186 -1.9872 0.5293
C -1.4345 -3.1642 0.7923
H -2.9815 -3.9054 3.7323
H -4.3024 -1.9291 2.9988
H -3.6756 -0.7633 0.7836
H -0.6280 -3.4779 0.1584
*
```



7.
Formula: C30H20Cl3NO5S3Ti
Source: the Open Molecules 2025 dataset
Level of theory: the ωB97M-V functional and the def2-TZVPD basis

<S²> ... 0.752
LUMO (alpha / beta) ... 2.28 / 2.28 eV
Frontier orbital gap (alpha / beta) ... 6.70 / 6.87 eV
ΔE to the lowest compared entry with this formula, charge and spin ... 15.9 kcal per mole
E_tot ... -136355.9287 eV
HOMO energy (alpha / beta) ... -4.4 / -4.6 eV

Structure (ORCA input):
```
! wB97M-V def2-TZVPD RIJCOSX def2/J DEFGRID3
* xyz -1 2
Ti -0.2326 -0.1522 -0.0890
O -0.6462 1.7220 -0.2958
N -1.0306 2.7334 0.4842
C -0.3423 2.9131 1.6379
C -0.6697 3.9144 2.5021
C -1.7411 4.7570 2.1648
C -2.4277 4.5539 1.0014
C -2.1027 3.5115 0.0968
S -2.9661 3.2247 -1.3158
H 0.4426 2.1890 1.7981
H -0.1073 4.0339 3.4155
H -2.0306 5.5621 2.8283
H -3.2657 5.1749 0.7227
Cl -4.2207 -2.2076 5.5103
C -3.0231 -1.5611 4.4296
C -3.3497 -1.3408 3.1040
C -2.3784 -0.8175 2.2744
Cl -2.7750 -0.4967 0.6044
C -1.0679 -0.5016 2.6849
O -0.1703 -0.0005 1.8897
C -0.8078 -0.7564 4.0491
Cl 0.7745 -0.3998 4.6431
C -1.7562 -1.2712 4.9102
H -4.3341 -1.5714 2.7241
H -1.5043 -1.4480 5.9456
O 3.3516 -0.3819 0.9664
C 2.5438 -0.9370 0.2511
O 1.6326 -0.2888 -0.4476
C 2.5846 -2.4176 0.0078
C 3.8548 -2.9873 -0.0667
C 4.0318 -4.3320 -0.3350
C 2.9063 -5.1299 -0.5118
C 1.6431 -4.5815 -0.4194
C 1.4406 -3.2172 -0.1549
S -0.2256 -2.6981 0.0206
H 4.7049 -2.3376 0.1010
H 5.0269 -4.7538 -0.4013
H 3.0137 -6.1891 -0.7165
H 0.7688 -5.2085 -0.5418
O -0.6948 -0.3383 -2.1647
S 0.4602 -0.3958 -3.1529
C -0.3703 -0.2508 -4.7297
C 0.3157 -0.6187 -5.8780
C -0.3148 -0.5057 -7.1051
C -1.6200 -0.0344 -7.1728
C -2.2947 0.3277 -6.0137
C -1.6735 0.2198 -4.7800
C 1.2766 1.1877 -3.1193
C 0.5303 2.3549 -3.1092
C 1.1978 3.5657 -3.0485
C 2.5866 3.5956 -2.9975
C 3.3190 2.4161 -2.9897
C 2.6614 1.1977 -3.0395
H 1.3305 -0.9931 -5.8090
H 0.2087 -0.7918 -8.0082
H -2.1127 0.0513 -8.1328
H -3.3087 0.7016 -6.0697
H -2.1748 0.5006 -3.8624
H -0.5528 2.3282 -3.0860
H 0.6225 4.4830 -3.0234
H 3.1012 4.5469 -2.9413
H 4.3980 2.4428 -2.9117
H 3.2090 0.2655 -2.9725
*
```



8.
Formula: C30H20IrN5O11S3
Source: the Open Molecules 2025 dataset
Level of theory: the ωB97M-V functional and the def2-TZVPD basis

<S²> ... 0.773
LUMO (alpha / beta) ... 1.01 / 0.27 eV
Frontier orbital gap (alpha / beta) ... 6.67 / 6.16 eV
ΔE to the lowest compared entry with this formula, charge and spin ... 6.8 kcal per mole
E_tot ... -96749.4747 eV
HOMO energy (alpha / beta) ... -5.7 / -5.9 eV

Structure (ORCA input):
```
! wB97M-V def2-TZVPD RIJCOSX def2/J DEFGRID3
* xyz -1 2
Ir -0.9554 -0.6561 -0.3119
C -1.8588 1.7553 2.8953
C -1.8215 0.3917 2.3020
N -2.0740 0.3677 0.9249
N -3.3142 0.7891 0.6439
C -3.7620 0.3244 -0.4939
S -2.8894 -0.8136 -1.4214
S -5.3629 0.8060 -1.0415
C -5.2734 2.6021 -0.7281
C -3.9930 3.2368 -1.1850
C -3.5961 3.1807 -2.5178
C -2.3744 3.7032 -2.9067
C -1.5321 4.2860 -1.9696
C -1.9256 4.3554 -0.6440
C -3.1489 3.8293 -0.2546
C -1.5972 -0.7930 2.9493
C -1.5598 -0.8376 4.3943
C -1.6107 -2.0003 5.0673
C -1.6488 -3.2387 4.3481
C -1.6238 -3.2799 3.0007
C -1.5376 -2.0715 2.2250
O -1.3678 -2.2010 0.9870
H -2.7443 2.2805 2.5390
H -0.9854 2.2835 2.5014
H -1.8210 1.7699 3.9783
H -5.4261 2.7711 0.3364
H -6.1399 2.9893 -1.2683
H -4.2334 2.6883 -3.2439
H -2.0586 3.6248 -3.9387
H -0.5536 4.6358 -2.2640
H -1.2603 4.7833 0.0951
H -3.4454 3.8539 0.7886
H -1.5297 0.0942 4.9379
H -1.6078 -2.0107 6.1483
H -1.6684 -4.1671 4.9059
H -1.5926 -4.2079 2.4477
O 0.5505 2.0822 -2.9492
C 0.3116 1.0016 -2.4409
O -0.6246 0.8773 -1.5426
C 1.0547 -0.2141 -2.9500
C 1.9838 0.0373 -3.9380
C 2.7191 -0.9867 -4.5158
C 2.5180 -2.3019 -4.1411
C 1.5769 -2.5665 -3.1787
C 0.8475 -1.5470 -2.4946
O 0.1081 -1.8865 -1.5004
N 1.3487 -3.9798 -2.8688
O 2.2986 -4.7355 -3.0096
O 0.2076 -4.3505 -2.7004
N 3.7006 -0.6867 -5.5439
O 4.2964 -1.6203 -6.0591
O 3.8607 0.4773 -5.8667
H 2.1269 1.0620 -4.2465
H 3.0752 -3.1070 -4.5944
O 1.8848 0.7982 -0.2352
C 2.0257 -0.0292 0.6470
N 1.0392 -0.8166 1.1600
S 1.5844 -1.7566 2.3673
O 1.4612 -3.1566 2.0617
O 1.0401 -1.3317 3.6386
C 3.2754 -1.2445 2.2685
C 4.3710 -1.6603 2.9981
C 5.5899 -1.0632 2.7014
C 5.6891 -0.0879 1.7101
C 4.5717 0.3146 0.9906
C 3.3608 -0.2827 1.2892
H 4.2838 -2.4211 3.7621
H 6.4773 -1.3625 3.2447
H 6.6536 0.3557 1.4976
H 4.6256 1.0641 0.2119
*
```